12
Properties=species:S:1:pos:R:3:lowdin_charge:R:1 method="wB97M-V/def2-TZVPD" total_charge=+1 lumo_ev=-4.0
H -1.11483 0.65470 -1.62291 0.163
H -1.45720 -2.28698 -0.77044 0.187
C 0.21464 -1.21542 0.16543 0.002
H 1.77305 1.46450 -0.28172 0.097
N 0.19747 0.11489 0.04889 -0.154
C -1.07403 0.17087 -0.60599 0.027
H -1.85774 0.60535 0.06586 0.159
H 1.71945 0.64282 1.36889 0.136
N -0.95432 -1.42345 -0.44419 0.130
H 0.64727 2.10007 0.94625 0.146
H 0.81622 -1.92218 0.62939 0.152
C 1.09001 1.09482 0.50054 -0.045


12
Properties=species:S:1:pos:R:3:lowdin_charge:R:1 method="wB97M-V/def2-TZVPD" smiles="CC(C)=[N+]=N" total_charge=+1 lumo_ev=-5.9
C -0.25199 -0.41292 -0.18166 -0.177
N -1.32156 -0.74067 -0.58201 0.029
H -0.10374 1.69737 0.61277 0.053
H -0.86587 1.44123 -0.97118 0.038
H 0.80182 -0.46797 1.63074 0.095
N -2.23966 -1.08817 -1.22650 0.300
C -0.06008 1.33070 -0.33878 0.143
H -3.21704 -0.88554 -0.93168 0.164
H 0.53606 -2.03311 1.00966 0.112
H 0.90587 1.47951 -0.91631 0.125
H 1.77290 -0.88624 0.40140 0.118
C 0.73031 -0.99363 0.70916 0.001


12
Properties=species:S:1:pos:R:3:lowdin_charge:R:1 method="wB97M-V/def2-TZVPD" total_charge=+1 lumo_ev="-7.0 / -7.0"
C 0.37373 0.88704 -0.99036 -0.036
C -1.03950 -0.20326 0.88440 -0.030
H 0.21892 1.86383 -0.53434 0.104
H 1.52387 0.33119 1.28593 0.349
N 1.11715 -2.37087 -0.47969 0.440
N 0.71310 -1.36792 -0.25101 0.052
H -1.91126 -0.17727 0.22842 0.108
H -0.38017 0.76391 -1.77293 0.108
H -1.10481 -1.08430 1.51868 0.098
C 0.21496 -0.18831 0.05318 -0.393
H 1.35689 0.86292 -1.45695 0.097
H -1.08288 0.68305 1.51467 0.102


12
Properties=species:S:1:pos:R:3:lowdin_charge:R:1 method="wB97M-V/def2-TZVPD" total_charge=+1 lumo_ev=-4.0
H -0.01761 -0.52467 2.54507 0.123
N 0.94114 0.47855 -0.44684 0.166
H -1.98467 0.28114 -0.48733 0.149
H 1.07751 -1.60204 1.55757 0.122
H 0.04250 0.57186 -2.49112 0.175
C -0.02501 -0.17836 0.21624 -0.253
H 1.88612 0.72612 -0.29422 0.162
H -0.69314 -1.77877 1.37409 0.098
C 0.09718 -0.99918 1.51120 0.030
C -0.09477 0.93495 -1.39827 -0.064
N -1.03636 0.09673 -0.62984 0.164
H -0.19291 1.99366 -1.45654 0.129


13
Properties=species:S:1:pos:R:3:lowdin_charge:R:1 method="wB97M-V/def2-TZVPD" total_charge=-1 lumo_ev=4.3
H -3.02248 -0.80822 -0.06923 0.007
H 1.47070 1.51206 0.89456 0.012
C -0.18549 0.05178 0.00650 -0.535
N -3.95649 -0.68242 -0.63451 -0.048
H -0.74107 -1.81751 0.14597 -0.037
C 1.15500 0.53545 0.96057 -0.189
H 1.53944 -1.14418 -0.41196 0.060
N -1.09982 -0.87042 0.32297 -0.126
C 1.26259 -0.10769 -0.33883 -0.292
O -4.15898 0.48748 -0.85680 -0.153
H 1.34655 -0.05897 1.86868 0.065
H -0.66095 1.02698 -0.42240 0.117
H 1.81951 0.52430 -1.23327 0.121


13
Properties=species:S:1:pos:R:3:lowdin_charge:R:1 method="wB97M-V/def2-TZVPD" total_charge=+1 lumo_ev="-5.0 / -5.7"
C -0.74464 0.94304 0.20874 -0.080
H -0.56826 -2.54276 0.13208 0.102
H -2.05066 -1.80831 0.79034 0.098
C 0.82386 -0.21245 0.29989 -0.286
C -1.08340 -1.65051 0.38089 0.183
H 1.15300 1.94875 0.02836 0.085
O 1.83138 -0.99506 -0.02803 0.138
H 0.83802 1.94729 -1.60543 0.262
H 2.27507 -0.75711 -0.87595 0.164
N -0.52198 -0.47117 0.22677 -0.057
N 0.64302 1.17116 -0.23123 0.063
H -1.05603 1.28667 1.21547 0.167
H -1.53938 1.14046 -0.54191 0.161


13
Properties=species:S:1:pos:R:3:lowdin_charge:R:1 method="wB97M-V/def2-TZVPD" total_charge=+1 lumo_ev=-3.4
H -0.33468 -1.60226 2.65580 0.063
N -0.66652 0.50647 -0.25805 0.095
C -0.04784 -0.68095 -0.46382 -0.051
H -0.28189 2.56143 -0.55356 0.146
H -1.65854 0.62394 0.01653 0.195
C 0.10292 1.55712 -0.73077 -0.009
C 1.13386 0.93700 -1.36626 -0.035
H 2.01681 1.39228 -1.81483 0.143
H 1.95100 -0.97834 -1.18999 0.206
O -1.24055 -1.55650 2.27427 -0.081
N 1.12853 -0.38565 -0.97655 0.109
H -1.61955 -0.72288 2.63440 0.059
H -0.48353 -1.65166 -0.22719 0.160


14
Properties=species:S:1:pos:R:3:lowdin_charge:R:1 method="wB97M-V/def2-TZVPD" total_charge=-1 lumo_ev=4.1
H 0.49769 -0.81396 0.74054 0.038
N 1.27215 -1.37273 0.25702 0.062
H -2.43742 1.44270 -0.36407 0.053
H -2.44071 2.10857 1.29041 0.058
H 2.16610 -2.17665 -1.43154 0.089
N 0.21061 -1.51518 -1.82830 0.005
O -0.79065 -0.02351 1.29165 -0.126
H 0.38418 -1.94824 -2.76410 0.003
C -0.58424 1.08362 0.69250 -0.744
H 2.19643 -1.29062 0.66732 0.074
H -1.51601 2.92515 -0.09956 0.063
C -1.82550 1.96126 0.37897 -0.056
O 0.52051 1.53851 0.30999 -0.090
C 1.23167 -1.73681 -1.04701 -0.429


14
Properties=species:S:1:pos:R:3:lowdin_charge:R:1 method="wB97M-V/def2-TZVPD" multiplicity=2 lumo_ev="0.6 / -2.5"
H -2.18848 0.90512 -0.68899 0.061
H 0.41134 0.61824 0.58463 0.132
H 2.18620 0.96876 -0.57040 0.148
N -2.37356 0.42170 0.19306 -0.005
C -1.38586 -0.67388 0.26685 -0.182
C -0.08040 -0.09060 -0.30979 -0.490
H 2.14737 -0.66694 -1.08567 0.188
H -2.41089 1.07929 0.95237 0.061
H -1.72616 -1.50341 -0.36775 0.121
H -1.11965 -0.95719 1.29798 0.114
N 1.00057 -0.33525 0.66859 0.108
O -0.24092 0.64568 -1.35480 -0.004
C 2.35254 -0.03303 -0.10453 -0.343
O 3.42789 -0.37850 0.51845 0.091


14
Properties=species:S:1:pos:R:3:lowdin_charge:R:1 method="wB97M-V/def2-TZVPD" smiles="C/C(=C/[NH3+])[N+](=O)[O-]" total_charge=+1 lumo_ev=-6.3
H 0.21208 -0.44027 1.46939 0.121
N 1.58243 0.87991 0.66240 0.116
O 0.75348 2.04256 -1.39494 0.096
O -0.98586 1.32008 -2.49200 0.164
H -0.94165 -1.72640 -1.26610 0.137
C -1.51511 -0.76152 -1.06164 0.000
H 2.35435 0.21851 0.58039 0.158
H 1.41673 1.76865 -0.22729 0.188
C 0.33698 0.07034 0.56722 0.077
H -2.08201 -0.23215 -1.87374 0.112
H -2.18101 -1.01163 -0.26656 0.089
H 1.75639 1.09254 1.62890 0.140
C -0.42475 0.15161 -0.63494 -0.143
N -0.20991 1.26048 -1.53707 -0.255


14
Properties=species:S:1:pos:R:3:lowdin_charge:R:1 method="wB97M-V/def2-TZVPD" smiles="C/C(N)=[NH+]/SC=O" total_charge=+1 lumo_ev=-4.2
H -2.18342 1.28055 0.27408 0.127
H 0.30337 -1.56960 0.95573 0.116
N -0.65843 -1.24681 0.73033 0.203
H -0.11178 0.68132 -1.68881 0.148
H -2.40251 0.76079 -1.26510 0.095
H -2.88286 -0.29902 0.06398 0.098
C -0.88224 -0.31041 -0.14059 -0.459
C -2.14752 0.36956 -0.32302 0.033
H 3.06335 1.61742 0.68886 0.105
N 0.17784 0.13434 -0.82340 -0.356
S 1.74614 -0.50020 -0.83817 0.866
H -1.47429 -1.43033 1.35191 0.167
C 3.23234 0.57334 0.44864 -0.225
O 4.22000 -0.06094 0.56556 0.084


14
Properties=species:S:1:pos:R:3:lowdin_charge:R:1 method="wB97M-V/def2-TZVPD" multiplicity=3 total_charge=+1 lumo_ev="-3.2 / -6.4"
S -2.37395 -0.84515 1.34739 0.951
C -0.93880 -0.45218 0.48508 -0.631
C 1.17040 -1.13828 -0.34808 -0.148
H 0.96778 0.38019 -1.73102 0.141
H -1.76803 -1.82293 2.13536 -0.033
C -0.52011 0.76093 0.02486 -0.178
H 1.07322 -2.00994 -1.12203 0.179
H 2.11235 -1.44054 0.15943 0.148
H 1.84932 0.74416 -0.26199 0.136
N 1.12899 0.25088 -0.74837 0.091
H -0.26651 2.80463 0.30094 0.131
O -0.05077 -1.49536 0.38774 -0.082
N -0.81025 2.01907 -0.00925 0.164
H -1.57365 2.24452 -0.62007 0.130


Let's list energy in order: -6196.0008 -6194.0748 -6193.3105 -6196.7776 -8247.2557 -8238.7885 -8245.4994 -10301.2919 -10293.9604 -10287.8286 -19079.5237 -19075.0035 eV.
Let's list strongest force on any atom in order: 4.49 7.03 6.24 3.18 4.20 4.06 2.93 1.35 5.18 5.31 3.18 3.52 eV/Å.
Let's list energy above the lowest of the compared OMol25 structures with the same formula, charge and spin in order: 34.8 79.3 96.9 16.9 17.7 169.5 14.7 7.9 88.6 114.9 40.9 43.2 kcal per mole.